(1)
ORCA calculation (ωB97M-V/def2-TZVPD) on a 2-piece molecular cluster, C2HClO4 overall at a distorted geometry.

The orbital gap (spin up / spin down) is 6.9 / 7.3 eV. The HOMO energy (spin up / spin down) comes out at -6.80 / -11.22 eV.

```
! RIJCOSX wB97M-V def2-TZVPD def2/J DEFGRID3
* xyz 0 3
C -1.4563 0.1333 -0.0148
C 1.0438 0.0078 0.5067
O -1.4492 1.1695 -0.4960
O -1.4129 -1.0341 0.0343
O 0.8103 0.7370 1.4805
O 1.1774 0.6126 -0.7848
Cl 0.8164 -1.5927 0.4007
H 0.4706 -0.0334 -1.1265
*
```

(2)
ORCA calculation (ωB97M-V/def2-TZVPD) on a 2-piece molecular cluster, C6H7NO2S overall at a distorted geometry.

As for the SMILES: O=C=C1CC1.CSN=C=O. The orbital gap is 9.1 eV. The HOMO energy comes out at -8.55 eV.

```
! RIJCOSX wB97M-V def2-TZVPD def2/J DEFGRID3
* xyz 0 1
C -1.5398 -1.1796 -1.5265
C 0.2494 -0.8304 0.9638
C 1.9142 0.3294 -0.7427
C 2.6380 -0.8465 -0.2555
C 1.2980 -0.5984 0.3293
C -2.3539 1.4373 1.0735
N -1.4453 -0.2419 -0.7756
O -1.3573 -2.1261 -2.1722
O -0.6209 -1.0097 1.7417
S -1.5686 1.4075 -0.5586
H 2.2145 1.3175 -0.4759
H 1.4306 0.3879 -1.6277
H 2.8572 -1.7716 -0.7494
H 3.5645 -0.6205 0.4579
H -3.3541 1.7313 1.0776
H -1.8532 2.1316 1.6962
H -2.0734 0.4821 1.5441
*
```

(3)
ORCA calculation (ωB97M-V/def2-TZVPD) on one molecule with the formula C23H30N4O2.

As for the SMILES: COc1ccc(CNc2nc3ccccc3n2CCN2CCCCC2)c(OC)c1. The orbital gap is 8.1 eV. The HOMO energy comes out at -7.48 eV.

```
! RIJCOSX wB97M-V def2-TZVPD def2/J DEFGRID3
* xyz 0 1
C -7.0419 -0.8175 1.5114
H -7.6309 -1.2836 2.2999
O -5.8625 -1.5787 1.4165
C -4.9277 -1.2107 0.4947
C -5.0409 -0.1379 -0.3766
C -4.0133 0.1211 -1.2705
C -2.8792 -0.6637 -1.3243
C -2.7598 -1.7351 -0.4239
C -3.7803 -2.0060 0.4686
H -3.7301 -2.8225 1.1696
O -1.5924 -2.4490 -0.4932
C -1.4440 -3.5766 0.3346
H -0.4718 -3.9998 0.0845
H -1.4578 -3.3023 1.3944
H -2.2229 -4.3204 0.1429
C -1.7544 -0.3613 -2.2801
N -0.5364 0.0216 -1.5859
C -0.5095 1.2547 -1.0096
N -1.2626 2.2609 -1.3658
C -0.8352 3.3230 -0.6087
C -1.2787 4.6372 -0.5776
C -0.6516 5.5099 0.2912
C 0.3933 5.0972 1.1136
C 0.8495 3.7903 1.0988
C 0.2245 2.9130 0.2345
N 0.4048 1.5696 -0.0278
C 1.4045 0.7051 0.5294
H 0.9697 -0.2768 0.7495
H 1.7382 1.1468 1.4704
C 2.5815 0.5116 -0.4405
N 3.3882 -0.6338 -0.0673
C 4.2514 -0.3554 1.0682
C 4.9362 -1.6340 1.5405
C 5.7586 -2.2362 0.4077
C 4.8494 -2.4511 -0.7964
C 4.1724 -1.1396 -1.1817
H 3.4986 -1.3088 -2.0255
H 4.9402 -0.4094 -1.4978
H 5.4189 -2.8291 -1.6470
H 4.0800 -3.1823 -0.5434
H 6.2059 -3.1809 0.7217
H 6.5672 -1.5523 0.1384
H 4.1715 -2.3472 1.8521
H 5.5701 -1.4101 2.4003
H 3.6421 0.0487 1.8787
H 5.0181 0.3987 0.8080
H 3.1713 1.4437 -0.4944
H 2.1632 0.3249 -1.4333
H 1.6634 3.4791 1.7385
H 0.8593 5.8117 1.7764
H -0.9757 6.5397 0.3353
H -2.0865 4.9570 -1.2163
H -0.1555 -0.7266 -1.0214
H -1.5192 -1.2438 -2.8815
H -2.0304 0.4709 -2.9275
H -4.0938 0.9624 -1.9409
H -5.9084 0.5011 -0.3713
H -6.8289 0.2209 1.7844
H -7.6096 -0.8381 0.5756
*
```

(4)
ORCA calculation (ωB97M-V/def2-TZVPD) on one molecule with the formula C4H7NO2 at a distorted geometry.

As for the SMILES: C/C(CC=O)=N\O. The orbital gap is 10.4 eV. The HOMO energy comes out at -9.57 eV.

```
! RIJCOSX wB97M-V def2-TZVPD def2/J DEFGRID3
* xyz 0 1
C -0.1441 0.1955 -1.4878
C 0.3508 0.2071 -0.0577
N 1.3118 -0.5240 0.3764
O 1.9835 -1.2181 -0.6160
C -1.3689 -0.0644 1.2036
C -0.2839 0.9774 1.1701
O -2.3247 0.1193 0.4763
H 0.7037 0.5330 -2.0896
H -0.4426 -0.7807 -1.9137
H -0.9987 0.8629 -1.5904
H 2.7718 -1.5278 -0.1434
H -1.1291 -1.0603 1.6101
H -0.8530 1.9281 1.1877
H 0.5583 1.0799 1.8680
*
```

(5)
ORCA calculation (ωB97M-V/def2-TZVPD) on a 7-piece molecular cluster, C25H45Br2I2NO20 overall at a distorted geometry.

As for the SMILES: C/C(I)=C(\I)OC(=O)N[C@@H](Br)[C@H](C)Br.COC(=O)OC.COC(=O)OC.COC(=O)OC.COC(=O)OC.COC(=O)OC.COC(=O)OC. The orbital gap is 8.8 eV. The HOMO energy comes out at -9.21 eV.

```
! RIJCOSX wB97M-V def2-TZVPD def2/J DEFGRID3
* xyz 0 1
C 1.7497 -1.2577 5.1270
C 0.7606 -2.0202 4.2355
I 1.0341 -2.0335 2.1059
C -0.2782 -2.6675 4.7247
I -0.6143 -2.6792 6.8413
O -1.0984 -3.3441 3.8287
C -2.4425 -3.0914 4.0308
O -3.0597 -3.6128 4.8659
N -3.0689 -2.1943 3.1339
C -3.2161 -0.8396 3.6967
Br -3.7370 0.4066 2.2572
C -4.1832 -0.7718 4.9151
C -5.5481 -1.4344 4.6580
Br -4.3997 1.1162 5.4356
H 1.2307 -0.4254 5.6335
H 2.5174 -0.8296 4.4661
H 2.1996 -1.8987 5.8977
H -2.5003 -2.0810 2.2935
H -2.2202 -0.5098 4.0514
H -3.6599 -1.2867 5.7370
H -5.4877 -2.5125 4.8635
H -5.9585 -1.2317 3.6583
H -6.2690 -1.0200 5.3855
C 2.0767 1.4376 -4.0249
O 1.5340 0.9592 -2.7926
C 0.7835 -0.1381 -2.9121
O 0.5448 -0.7236 -3.9371
O 0.3432 -0.4731 -1.6982
C -0.4833 -1.6396 -1.6724
H 2.6643 2.3257 -3.8043
H 2.7324 0.6909 -4.4721
H 1.2806 1.7124 -4.7162
H 0.0673 -2.5113 -2.0248
H -1.3828 -1.4895 -2.2685
H -0.7771 -1.8106 -0.6388
C -5.4484 1.1998 -7.3660
O -4.5295 0.1101 -7.2965
C -3.4006 0.3859 -6.6351
O -3.1236 1.4390 -6.1210
O -2.6377 -0.7071 -6.6441
C -1.3859 -0.5554 -5.9653
H -6.3174 0.8556 -7.9220
H -5.7674 1.4988 -6.3680
H -5.0060 2.0435 -7.8946
H -1.5447 -0.3262 -4.9164
H -0.7839 0.2188 -6.4401
H -0.8556 -1.5005 -6.0367
C -1.4453 -6.6123 -0.0442
O -1.3367 -5.8010 -1.2152
C -1.4732 -6.4726 -2.3624
O -1.6710 -7.6536 -2.4709
O -1.3514 -5.5999 -3.3667
C -1.4764 -6.1788 -4.6664
H -1.3164 -5.9626 0.8187
H -2.4293 -7.0765 0.0130
H -0.6628 -7.3701 -0.0270
H -2.4612 -6.6264 -4.7950
H -0.6948 -6.9188 -4.8347
H -1.3600 -5.3761 -5.3908
C 3.1175 3.2636 9.1572
O 3.2068 4.0551 7.9727
C 3.0520 3.3663 6.8395
O 2.8522 2.1817 6.7544
O 3.1569 4.2192 5.8190
C 3.0093 3.6178 4.5317
H 3.2585 3.9311 10.0039
H 2.1348 2.7997 9.2370
H 3.9006 2.5062 9.1741
H 2.0219 3.1691 4.4272
H 3.7878 2.8741 4.3630
H 3.1136 4.4072 3.7916
C -1.3688 2.9850 -0.4090
O -2.1296 4.1852 -0.2701
C -1.6832 5.0086 0.6810
O -0.7313 4.8178 1.3927
O -2.4778 6.0822 0.7053
C -2.1163 7.0562 1.6838
H -1.8216 2.3992 -1.2057
H -0.3395 3.2105 -0.6867
H -1.3984 2.4020 0.5114
H -1.1169 7.4444 1.4899
H -2.1747 6.6344 2.6867
H -2.8298 7.8732 1.6062
C 5.2354 0.8600 -2.3378
O 6.3471 0.2409 -2.9846
C 6.7443 0.8619 -4.0978
O 6.2512 1.8551 -4.5669
O 7.7821 0.1890 -4.6000
C 8.3144 0.7444 -5.8028
H 5.0010 0.2745 -1.4519
H 5.4861 1.8736 -2.0260
H 4.3647 0.8648 -2.9908
H 8.6853 1.7540 -5.6294
H 7.5638 0.7432 -6.5925
H 9.1458 0.1145 -6.1099
*
```

(6)
ORCA calculation (ωB97M-V/def2-TZVPD) on one molecule with the formula C4H8O3.

As for the SMILES: O=C(CO)CCO. The orbital gap is 11.2 eV. The HOMO energy comes out at -10.38 eV.

```
! RIJCOSX wB97M-V def2-TZVPD def2/J DEFGRID3
* xyz 0 1
O -1.4082 -0.9806 1.0957
C -0.0811 -0.9482 1.5847
C 0.7608 0.1246 0.8754
C 0.4757 0.0493 -0.6057
O 0.7066 -0.9489 -1.2627
C -0.2295 1.2213 -1.2499
O -0.4984 0.9828 -2.5946
H -1.4090 -1.5170 0.2931
H 0.4055 -1.9239 1.4713
H -0.1447 -0.7206 2.6514
H 1.8279 -0.0563 1.0488
H 0.5116 1.1222 1.2526
H -1.1549 1.3745 -0.6702
H 0.3841 2.1267 -1.1155
H -0.1464 0.0941 -2.7744
*
```

(7)
ORCA calculation (ωB97M-V/def2-TZVPD) on a 2-piece molecular cluster, C6H14N2O2 overall at a distorted geometry.

As for the SMILES: CNC(C)=O.CNC(C)=O. The orbital gap is 10.2 eV. The HOMO energy comes out at -9.47 eV.

```
! RIJCOSX wB97M-V def2-TZVPD def2/J DEFGRID3
* xyz 0 1
C 1.2086 -2.5080 0.3104
C 1.2726 -0.0836 -2.5178
C 1.4362 -1.0537 -0.3598
O 2.1011 -0.1724 0.1956
N 0.8333 -1.1148 -1.5876
H 0.2328 -2.9338 -0.0761
H 0.1347 -1.8061 -1.6828
H 0.4659 0.0799 -3.2716
H 2.0624 -2.9842 0.0083
H 1.1220 -2.6410 1.3182
H 1.5582 0.9450 -1.9529
H 2.3213 -0.2517 -2.8680
C -2.4851 -0.2963 1.8112
C 0.0826 2.2170 0.5135
C -1.1776 1.3394 0.4534
O -1.9750 1.2862 -0.4715
N -1.2793 0.6251 1.6499
H -0.5334 0.4426 2.3380
H -2.2724 -1.0723 1.0190
H 0.9269 1.7549 1.0407
H -2.6780 -0.6658 2.7263
H -3.2294 0.4892 1.4313
H 0.2387 2.4449 -0.5794
H -0.2598 3.0272 1.0550
*
```

(8)
ORCA calculation (ωB97M-V/def2-TZVPD) on an isolated ion of composition C5H10N3OS and charge +1 at a distorted geometry.

As for the SMILES: N[C@H](S)NCC=C=[NH+]C=O. The orbital gap is 6.7 eV. The HOMO energy comes out at -12.15 eV.

```
! RIJCOSX wB97M-V def2-TZVPD def2/J DEFGRID3
* xyz 1 1
C -1.3117 1.4576 -0.9200
C -1.9233 0.5469 -0.2831
C -1.9647 -1.7380 -0.2682
C 0.2448 1.6328 -0.8904
C 0.9466 -0.5762 -0.1073
N 1.0702 0.8428 -0.0466
N -2.2691 -0.5026 0.3473
N 0.4128 -1.0541 1.2345
O -1.2637 -1.8702 -1.2227
S 2.6104 -1.1971 -0.7390
H -1.7628 2.0158 -1.7676
H -2.4656 -2.6745 0.1789
H 0.4609 1.1500 -1.7899
H 0.5684 2.6576 -0.9763
H 0.3439 -0.9461 -0.9346
H 1.3229 1.1786 0.8338
H -2.5307 -0.4977 1.4127
H 1.1114 -0.7922 1.9852
H 0.4278 -2.0752 1.2229
H 3.2312 -0.3418 0.1255
*
```

(9)
ORCA calculation (ωB97M-V/def2-TZVPD) on C41H30F5InN3SSb as an isolated structure.

The orbital gap is 7.4 eV. The HOMO energy comes out at -13.39 eV.

```
! RIJCOSX wB97M-V def2-TZVPD def2/J DEFGRID3
* xyz 2 1
In 1.0844 0.8755 0.1188
C -0.1297 3.9050 -0.9159
C 0.6112 3.2667 -2.0464
C 0.8960 3.9849 -3.2038
C 1.5978 3.3813 -4.2249
C 1.9906 2.0564 -4.0864
C 1.6736 1.3924 -2.9206
N 1.0081 1.9929 -1.9151
C 2.0740 -0.0218 -2.6951
C 2.3753 -0.8909 -3.7301
C 2.7582 -2.1840 -3.4167
C 2.8349 -2.5768 -2.0912
C 2.5135 -1.6597 -1.1020
N 2.1345 -0.4155 -1.4177
C 2.5537 -1.9912 0.3471
C 3.3324 -3.0206 0.8340
C 3.3057 -3.2768 2.2002
C 2.4992 -2.5089 3.0106
C 1.7473 -1.4751 2.4546
C 0.8670 -0.6350 3.3263
N 1.7934 -1.2226 1.1442
H -0.8718 4.6079 -1.2908
H 0.5580 4.4577 -0.2718
H -0.6466 3.1628 -0.3095
H 0.5674 5.0114 -3.2842
H 1.8438 3.9318 -5.1224
H 2.5538 1.5652 -4.8653
H 2.2929 -0.5735 -4.7586
H 2.9858 -2.8882 -4.2053
H 3.1200 -3.5852 -1.8306
H 3.9686 -3.5950 0.1774
H 3.9137 -4.0668 2.6188
H 2.4446 -2.6905 4.0752
H 0.1622 -1.2680 3.8665
H 0.2905 0.0854 2.7471
H 1.4605 -0.0903 4.0626
C -5.7391 1.5665 0.1489
C -5.5987 0.2639 -0.3144
C -4.3387 -0.3057 -0.4146
C -3.2227 0.4443 -0.0477
C -3.3591 1.7463 0.4206
C -4.6262 2.3068 0.5174
Sb -1.3544 -0.4675 -0.2305
C -1.2687 -1.0370 -2.2553
C -1.4588 -0.0095 -3.1790
C -1.3911 -0.2797 -4.5378
C -1.1404 -1.5739 -4.9760
C -0.9608 -2.5979 -4.0576
C -1.0191 -2.3329 -2.6949
C -1.4832 -2.1375 1.0305
C -0.6896 -3.2733 0.8883
C -0.7929 -4.3032 1.8113
C -1.6775 -4.1973 2.8770
C -2.4640 -3.0642 3.0221
C -2.3684 -2.0290 2.1008
H -6.7246 2.0046 0.2274
H -6.4711 -0.3086 -0.5971
H -4.2373 -1.3220 -0.7769
H -2.4944 2.3226 0.7288
H -4.7423 3.3168 0.8859
H -1.6790 1.0007 -2.8483
H -1.5537 0.5144 -5.2540
H -1.1068 -1.7872 -6.0355
H -0.7913 -3.6098 -4.4007
H -0.8997 -3.1489 -1.9955
H 0.0222 -3.3641 0.0776
H -0.1866 -5.1917 1.6959
H -1.7595 -5.0056 3.5910
H -3.1602 -2.9870 3.8461
H -3.0023 -1.1568 2.2126
F 0.6299 4.0373 6.3195
C 1.1076 3.5800 5.1750
C 2.4750 3.4367 4.9914
F 3.3077 3.7608 5.9656
C 2.9650 2.9524 3.7884
F 4.2813 2.8236 3.6470
C 2.1261 2.6050 2.7342
S 2.8662 2.0302 1.2290
C 0.7687 2.7658 2.9590
F -0.1261 2.3967 1.9944
C 0.2449 3.2338 4.1471
F -1.0708 3.3401 4.3038
*
```

(10)
ORCA calculation (ωB97M-V/def2-TZVPD) on a 2-piece molecular cluster, C6H8N2O3S overall at a distorted geometry.

The orbital gap is 8.1 eV. The HOMO energy comes out at -8.26 eV.

```
! RIJCOSX wB97M-V def2-TZVPD def2/J DEFGRID3
* xyz 0 1
C 0.8022 -0.1798 1.3628
C 2.5357 0.5203 -1.1167
C 0.9676 -1.5227 1.4248
C -1.0343 -0.8468 0.1290
C -0.4168 1.5020 -0.0296
C -1.9750 -0.8254 -1.0664
N 3.1750 0.7593 -0.1420
N -0.3057 0.1648 0.4947
O 1.3888 0.7695 1.8419
O 2.0037 0.3307 -2.1405
O -3.1419 -0.0829 -0.9667
S -0.4280 -2.2858 0.6208
H 1.7972 -1.9299 1.8979
H -1.4556 1.8350 0.1179
H 0.1817 2.0297 0.8111
H -0.0722 1.7269 -0.9911
H -2.2400 -1.8701 -1.0514
H -1.2289 -0.6166 -1.9632
H 3.0598 0.8339 0.8746
H -3.6134 -0.3121 -0.1080
*
```

(11)
ORCA calculation (ωB97M-V/def2-TZVPD) on a 2-piece molecular cluster, H2NOS2 overall at a distorted geometry.

The orbital gap is 6.6 eV. The HOMO energy comes out at -2.94 eV.

```
! RIJCOSX wB97M-V def2-TZVPD def2/J DEFGRID3
* xyz -1 1
N 0.8552 0.6792 -2.2874
O 1.8947 0.1620 -1.8492
S -0.8880 -1.1021 2.1904
S -0.2716 1.2524 -1.2176
H -1.3900 0.0895 1.9707
H -0.2003 -1.0810 1.1932
*
```

(12)
ORCA calculation (ωB97M-V/def2-TZVPD) on C2H2N2O2S as an isolated structure at a distorted geometry.

The orbital gap (spin up / spin down) is 7.4 / 7.4 eV. The HOMO energy (spin up / spin down) comes out at -9.32 / -9.32 eV.

```
! RIJCOSX wB97M-V def2-TZVPD def2/J DEFGRID3
* xyz 0 1
C -0.1199 -0.9487 0.0252
C 0.5835 0.2318 0.1180
N -0.5560 1.2101 0.1319
N 1.9237 0.3612 0.0239
O 2.5259 -1.3049 0.1330
O 2.7339 1.2659 -0.0099
S -1.6160 -0.1659 0.1874
H 0.4457 -1.9332 0.0446
H -0.6210 2.0680 0.6248
*
```

(13)
ORCA calculation (ωB97M-V/def2-TZVPD) on one molecule with the formula C19H21NO.

As for the SMILES: Cc1ccccc1CC(=O)N[C@@H]1CCCc2ccccc21. The orbital gap is 9.5 eV. The HOMO energy comes out at -8.82 eV.

```
! RIJCOSX wB97M-V def2-TZVPD def2/J DEFGRID3
* xyz 0 1
C -1.5540 2.3875 -1.6834
C -0.4911 2.4554 -2.7379
C -0.3507 3.6001 -3.5105
C 0.6279 3.6957 -4.4832
C 1.4882 2.6343 -4.6958
C 1.3576 1.4877 -3.9339
C 0.3754 1.3824 -2.9595
C 0.2732 0.1271 -2.1411
H -0.7658 -0.2060 -2.0731
C 0.8070 0.3226 -0.7211
O 1.3359 1.3358 -0.3217
N 0.6403 -0.7742 0.0527
H 0.1526 -1.5755 -0.3144
C 1.0185 -0.8179 1.4578
C -0.2356 -0.9127 2.2957
C -1.0853 0.1884 2.3284
C -2.2703 0.1511 3.0361
C -2.6193 -1.0002 3.7235
C -1.7813 -2.0979 3.6926
C -0.5871 -2.0728 2.9797
C 0.3085 -3.2804 2.9891
C 1.2599 -3.2963 1.7985
C 1.9958 -1.9637 1.7226
H 2.7479 -1.9792 0.9317
H 2.5054 -1.7810 2.6704
H 1.9744 -4.1146 1.9049
H 0.6962 -3.4662 0.8781
H -0.2995 -4.1879 3.0039
H 0.8944 -3.2679 3.9145
H -2.0535 -2.9973 4.2275
H -3.5434 -1.0417 4.2809
H -2.9183 1.0146 3.0551
H -0.7989 1.0820 1.7927
H 1.5129 0.1432 1.6426
H 0.8572 -0.6700 -2.6083
H 2.0325 0.6587 -4.0975
H 2.2593 2.6983 -5.4494
H 0.7196 4.5976 -5.0706
H -1.0182 4.4338 -3.3430
H -2.1266 3.3111 -1.6574
H -1.1004 2.2344 -0.7061
H -2.2413 1.5618 -1.8712
*
```